1.
Formula: C45H121BN9O23
Source: the Open Molecules 2025 dataset
Level of theory: ωB97M-V/def2-TZVPD

Values from the calculation:
Spin multiplicity = 2
Net charge = -2
Kohn-Sham gap (alpha / beta) = 3.40 / 7.18 eV
Lowest unoccupied orbital energy (alpha / beta) = 3.49 / 3.49 eV

Atoms and positions in Å:
O  -2.36  0.27  2.07
C  -1.33  0.27  1.41
O  -1.16  0.83  0.18
B  0.16  0.57  -0.34
O  0.85  -0.08  0.83
C  0.03  -0.24  1.87
O  0.25  -0.86  2.90
O  0.81  1.82  -0.70
C  1.39  1.63  -1.87
O  2.13  2.41  -2.56
C  0.97  0.30  -2.41
O  0.16  -0.25  -1.51
O  1.17  -0.14  -3.55
C  2.56  -1.39  6.27
C  2.17  -2.87  6.17
C  2.05  -3.45  4.75
O  3.13  -2.89  3.98
C  3.02  -3.06  2.59
N  3.17  -3.60  6.98
H  3.60  -1.14  6.04
H  2.54  -1.09  7.32
H  1.78  -0.74  5.88
H  1.25  -3.14  6.68
H  1.09  -3.12  4.35
H  2.08  -4.53  4.82
H  3.86  -2.54  2.12
H  2.10  -2.64  2.18
H  3.10  -4.07  2.18
H  3.03  -3.23  7.91
H  4.09  -3.29  6.69
C  2.07  5.82  -1.01
C  2.97  7.00  -1.38
C  2.94  8.17  -0.33
O  1.58  8.61  -0.03
C  1.63  9.71  0.81
N  4.33  6.55  -1.42
H  2.27  5.37  -0.04
H  2.24  5.09  -1.80
H  1.00  6.03  -1.02
H  2.69  7.32  -2.38
H  3.60  8.93  -0.73
H  3.39  7.80  0.59
H  2.31  10.48  0.43
H  1.93  9.39  1.81
H  0.63  10.12  0.93
H  4.41  5.79  -2.07
H  4.48  6.09  -0.53
C  -9.53  0.72  0.47
C  -8.83  1.20  1.76
C  -7.32  0.99  1.82
O  -6.90  1.22  3.17
C  -5.52  1.53  3.23
N  -9.20  2.62  1.94
H  -9.28  -0.27  0.07
H  -9.50  1.34  -0.43
H  -10.57  0.56  0.74
H  -9.31  0.62  2.55
H  -6.83  1.65  1.10
H  -7.04  -0.01  1.50
H  -5.15  2.53  2.99
H  -4.85  0.84  2.72
H  -5.29  1.44  4.29
H  -10.07  2.67  2.46
H  -8.55  3.15  2.50
C  1.73  -6.34  0.94
C  1.60  -6.35  -0.59
C  2.34  -5.16  -1.30
O  1.70  -3.94  -0.94
C  2.43  -2.77  -1.34
N  2.19  -7.56  -1.16
H  1.26  -7.25  1.32
H  1.28  -5.44  1.37
H  2.75  -6.43  1.31
H  0.56  -6.19  -0.87
H  2.43  -5.26  -2.38
H  3.31  -5.22  -0.81
H  1.76  -1.98  -0.99
H  2.71  -2.66  -2.38
H  3.42  -2.73  -0.88
H  2.39  -7.36  -2.13
H  3.10  -7.49  -0.72
C  1.99  2.68  2.54
C  2.41  3.09  4.01
C  1.62  2.32  5.08
O  2.18  2.68  6.35
C  1.52  2.10  7.47
N  3.76  2.68  4.17
H  0.91  2.82  2.47
H  2.11  1.61  2.37
H  2.32  3.31  1.72
H  2.37  4.16  4.18
H  1.65  1.24  4.92
H  0.55  2.52  5.11
H  0.57  2.63  7.44
H  1.93  2.35  8.44
H  1.36  1.02  7.40
H  4.29  3.08  3.41
H  3.68  1.72  3.88
C  -2.97  -0.20  -4.76
C  -3.37  1.14  -4.09
C  -2.40  1.77  -3.06
O  -2.90  3.06  -2.67
C  -2.15  3.69  -1.60
N  -3.49  2.11  -5.18
H  -3.62  -0.38  -5.61
H  -2.99  -0.99  -4.00
H  -1.96  -0.13  -5.17
H  -4.36  0.96  -3.65
H  -1.39  1.80  -3.47
H  -2.27  1.11  -2.21
H  -1.12  3.80  -1.93
H  -2.13  3.07  -0.70
H  -2.47  4.69  -1.32
H  -3.56  3.03  -4.77
H  -4.36  1.88  -5.64
C  4.43  1.33  0.52
C  5.17  1.81  -0.78
C  5.05  0.80  -1.94
O  5.47  1.32  -3.19
C  5.13  0.50  -4.31
N  4.71  3.11  -1.24
H  4.66  1.81  1.47
H  4.79  0.31  0.67
H  3.35  1.33  0.38
H  6.21  2.07  -0.56
H  3.98  0.66  -2.08
H  5.59  -0.12  -1.69
H  5.37  -0.55  -4.15
H  5.60  0.93  -5.19
H  4.04  0.44  -4.44
H  3.70  3.15  -1.20
H  5.09  3.21  -2.17
C  3.12  -1.81  -7.02
C  1.62  -2.24  -7.06
C  1.26  -3.55  -6.38
O  1.59  -4.73  -7.12
C  2.90  -5.25  -6.90
N  0.87  -1.21  -6.40
H  3.56  -1.94  -6.03
H  3.32  -0.75  -7.19
H  3.76  -2.46  -7.61
H  1.27  -2.15  -8.09
H  0.17  -3.60  -6.35
H  1.70  -3.62  -5.39
H  2.94  -5.88  -6.01
H  3.66  -4.46  -6.84
H  3.14  -5.91  -7.73
H  1.13  -0.31  -6.77
H  1.17  -1.07  -5.44
C  -2.02  -3.04  0.12
C  -3.10  -3.69  1.01
C  -2.67  -4.78  2.03
O  -3.47  -5.95  2.14
C  -2.73  -6.96  2.86
N  -3.91  -2.65  1.59
H  -1.25  -3.66  -0.34
H  -1.49  -2.21  0.59
H  -2.54  -2.59  -0.73
H  -3.68  -4.25  0.28
H  -2.50  -4.34  3.02
H  -1.68  -5.08  1.70
H  -3.40  -7.82  2.92
H  -2.36  -6.80  3.87
H  -1.85  -7.32  2.32
H  -3.25  -1.93  1.83
H  -4.28  -2.84  2.51
O  -2.73  0.38  5.06
H  -2.57  0.89  5.86
H  -2.63  1.01  4.35
C  -2.11  3.76  2.73
O  -2.84  4.67  3.54
H  -2.65  3.21  1.96
H  -1.31  4.34  2.27
H  -1.64  3.08  3.45
H  -3.46  5.21  3.05
C  -4.83  0.47  -0.94
O  -5.17  1.77  -1.30
H  -5.47  0.10  -0.14
H  -5.01  -0.20  -1.77
H  -3.81  0.19  -0.67
H  -4.52  2.18  -1.88
C  1.95  2.39  -6.38
O  1.12  1.59  -7.30
H  1.84  2.03  -5.36
H  2.98  2.36  -6.73
H  1.62  3.43  -6.39
H  1.53  1.67  -8.16
C  -0.87  -2.93  -3.49
O  -0.34  -4.13  -3.01
H  -0.04  -2.33  -3.85
H  -1.50  -3.06  -4.37
H  -1.52  -2.40  -2.80
H  0.32  -4.00  -2.33
C  -1.87  -2.57  5.71
O  -3.19  -2.15  5.45
H  -1.14  -1.88  5.28
H  -1.75  -2.81  6.77
H  -1.73  -3.51  5.18
H  -3.11  -1.22  5.20

=====

2.
Formula: C32H29NPPtTe
Source: the Open Molecules 2025 dataset
Level of theory: ωB97M-V/def2-TZVPD

Values from the calculation:
Spin multiplicity = 5
Net charge = +3
Kohn-Sham gap (alpha / beta) = 6.25 / 3.71 eV
ΔE to the lowest compared entry with this formula, charge and spin = 0.0 kcal per mole
Lowest unoccupied orbital energy (alpha / beta) = -9.28 / -12.58 eV

Atoms and positions in Å:
Pt  0.95  0.21  -0.40
C  1.86  -5.02  -0.22
C  1.08  -4.67  -1.34
C  0.02  -3.78  -1.19
C  -0.11  -3.06  0.00
C  0.54  -3.57  1.15
C  1.55  -4.53  1.03
P  -0.70  -1.37  0.07
C  -1.66  -1.46  1.59
C  -0.98  -0.77  2.61
C  -1.70  -0.70  3.82
C  -3.06  -1.14  3.92
C  -3.70  -1.73  2.81
C  -3.01  -1.88  1.64
C  -1.47  -0.83  -1.48
C  -2.68  -0.97  -2.08
C  -2.84  -0.22  -3.26
C  -1.83  0.57  -3.78
C  -0.63  0.71  -3.12
C  -0.47  0.03  -1.94
H  2.76  -5.61  -0.28
H  1.27  -5.11  -2.28
H  -0.55  -3.53  -2.08
H  0.34  -3.08  2.15
H  2.08  -4.91  1.94
H  0.08  -0.43  2.63
H  -1.17  -0.32  4.71
H  -3.57  -1.08  4.91
H  -4.73  -2.06  2.83
H  -3.40  -2.29  0.69
H  -3.48  -1.65  -1.71
H  -3.80  -0.25  -3.83
H  -2.01  1.08  -4.75
H  0.22  1.30  -3.47
C  6.66  -2.06  -0.26
C  5.42  -1.19  -0.20
C  4.55  -1.39  0.90
C  3.23  -1.03  0.78
N  2.82  -0.23  -0.29
C  3.74  0.29  -1.08
C  5.05  -0.20  -1.11
H  6.78  -2.45  -1.27
H  6.55  -2.84  0.45
H  7.65  -1.45  -0.02
H  4.95  -1.83  1.82
H  2.42  -1.38  1.44
H  3.39  1.13  -1.64
H  5.78  0.13  -1.81
C  -1.94  2.40  0.28
Te  0.33  2.40  0.84
C  0.14  4.33  -0.09
C  -1.29  4.75  0.04
C  -1.64  6.12  -0.02
C  -2.94  6.51  -0.14
C  -3.97  5.55  -0.05
C  -3.65  4.17  0.20
C  -2.32  3.81  0.23
H  -2.54  1.77  0.98
H  -1.99  1.91  -0.70
H  0.45  4.23  -1.14
H  0.81  5.01  0.41
H  -0.89  6.84  0.01
H  -3.27  7.57  -0.21
H  -5.04  5.83  -0.14
H  -4.45  3.47  0.51

=====

3.
Formula: C16H22Cl2N2O2
Source: the Open Molecules 2025 dataset
Level of theory: ωB97M-V/def2-TZVPD

Values from the calculation:
SMILES = CC(C)(CNC(=O)Cc1ccc(Cl)cc1Cl)N1CCOCC1
Kohn-Sham gap = 9.20 eV
ΔE to the lowest compared entry with this formula, charge and spin = 8.6 kcal per mole
Lowest unoccupied orbital energy = 0.60 eV

Atoms and positions in Å:
C  -1.99  -1.74  -0.66
H  -1.66  -2.78  -0.66
H  -1.91  -1.35  0.35
H  -3.04  -1.73  -0.95
C  -1.14  -0.92  -1.64
N  -1.30  0.51  -1.36
C  -2.66  1.01  -1.24
H  -3.24  0.38  -0.57
C  -2.60  2.41  -0.63
O  -1.86  3.30  -1.43
C  -0.56  2.80  -1.63
H  -0.05  3.51  -2.29
C  -0.58  1.41  -2.25
H  0.45  1.07  -2.39
H  -1.06  1.48  -3.24
H  -0.02  2.75  -0.67
H  -3.60  2.84  -0.54
H  -2.14  2.34  0.37
H  -3.17  1.07  -2.21
C  -1.49  -1.34  -3.07
H  -1.38  -2.41  -3.18
H  -0.84  -0.85  -3.79
H  -2.52  -1.07  -3.30
C  0.35  -1.28  -1.37
N  0.83  -0.63  -0.17
C  1.85  0.25  -0.19
O  2.57  0.44  -1.14
C  2.05  0.98  1.15
C  2.16  0.02  2.29
C  3.39  -0.57  2.59
C  3.53  -1.47  3.63
C  2.43  -1.80  4.40
C  1.19  -1.24  4.13
C  1.07  -0.34  3.08
Cl  -0.50  0.33  2.78
H  0.33  -1.49  4.73
Cl  2.58  -2.92  5.70
H  4.49  -1.92  3.84
H  4.24  -0.31  1.99
H  1.20  1.65  1.29
H  2.96  1.57  1.06
H  0.21  -0.63  0.61
H  0.45  -2.36  -1.26
H  0.99  -0.96  -2.19

=====

4.
Formula: C5H31N2O10
Source: the Open Molecules 2025 dataset
Level of theory: ωB97M-V/def2-TZVPD

Values from the calculation:
Spin multiplicity = 2
Kohn-Sham gap (alpha / beta) = 2.70 / 6.81 eV
ΔE to the lowest compared entry with this formula, charge and spin = 157.2 kcal per mole
Lowest unoccupied orbital energy (alpha / beta) = 0.11 / 0.08 eV

Atoms and positions in Å:
N  0.06  2.45  0.25
C  -1.28  1.99  -0.30
C  -1.05  0.66  -1.02
N  -0.03  -0.03  -0.14
C  1.30  -0.20  -0.60
C  -0.61  -0.95  0.75
C  -0.36  -0.37  2.20
O  -0.26  0.80  2.47
H  0.20  3.45  0.50
H  0.74  2.32  -0.41
H  0.35  1.78  1.09
H  -1.97  2.09  0.54
H  -1.65  2.95  -0.93
H  -2.15  0.27  -1.02
H  -0.64  0.79  -2.00
H  1.96  0.24  0.09
H  1.44  0.13  -1.71
H  1.74  -1.14  -0.91
H  -0.10  -1.92  0.69
H  -1.67  -1.18  0.48
H  -0.46  -1.12  2.95
H  -1.29  -2.84  -0.94
H  -1.88  -4.31  -0.93
O  -1.53  -3.64  -0.41
H  2.30  2.24  -2.93
H  1.07  1.35  -3.10
O  1.36  2.27  -3.03
H  1.10  -3.03  -3.18
H  1.04  -2.55  -1.90
O  0.42  -2.80  -2.58
H  -1.32  -3.82  2.27
H  -2.63  -3.27  2.02
O  -1.87  -3.05  2.46
H  -4.61  0.25  1.27
H  -3.32  -0.47  0.63
O  -3.84  0.31  0.60
H  2.91  2.85  1.58
H  2.84  3.93  0.35
O  2.29  3.20  0.68
H  1.59  1.82  2.22
H  1.86  2.13  3.64
O  2.32  1.71  2.89
H  2.92  -0.31  2.72
H  2.93  -1.47  1.73
O  2.54  -0.55  1.83
H  -1.40  -0.74  -4.17
H  -0.49  -1.56  -3.28
O  -0.87  -0.67  -3.41

=====

5.
Formula: C6H9IN2S
Source: the Open Molecules 2025 dataset
Level of theory: ωB97M-V/def2-TZVPD

Values from the calculation:
Kohn-Sham gap = 7.83 eV
ΔE to the lowest compared entry with this formula, charge and spin = 54.2 kcal per mole
Lowest unoccupied orbital energy = -0.60 eV

Atoms and positions in Å:
C  -1.43  -1.07  0.76
C  -0.06  -1.52  1.07
C  -1.63  -0.02  -0.08
C  -0.46  0.57  -0.81
C  0.77  -0.39  -0.98
C  1.02  -1.18  0.32
N  3.24  -0.77  0.55
N  2.26  -1.47  0.79
S  -0.02  2.18  -0.07
I  0.40  1.63  2.23
H  -2.26  -1.36  1.31
H  0.13  -2.09  2.12
H  -2.66  0.48  0.02
H  -0.66  0.77  -1.88
H  0.57  -0.93  -1.82
H  1.66  0.31  -1.23
H  -2.22  2.68  -1.54
H  3.98  -1.16  1.24
H  -2.65  3.34  -2.02

=====

6.
Formula: C11H20Cl2N2RuS
Source: the Open Molecules 2025 dataset
Level of theory: ωB97M-V/def2-TZVPD

Values from the calculation:
Spin multiplicity = 6
Net charge = -1
Kohn-Sham gap (alpha / beta) = 4.05 / 6.30 eV
ΔE to the lowest compared entry with this formula, charge and spin = 14.2 kcal per mole
Lowest unoccupied orbital energy (alpha / beta) = 2.71 / 2.66 eV

Atoms and positions in Å:
Ru  0.04  0.13  0.05
Cl  -0.01  2.22  -0.91
Cl  0.11  1.18  2.12
C  1.74  -0.56  -0.35
H  2.30  -1.27  -0.96
H  2.47  -0.17  0.40
C  -1.09  -0.62  -1.71
C  0.27  -1.24  -1.94
H  -1.89  -1.22  -1.24
C  1.04  -0.84  -3.19
H  0.37  -2.30  -1.63
C  0.66  0.55  -3.73
H  2.11  -0.87  -2.95
H  0.86  -1.59  -3.99
C  -0.84  0.72  -3.95
H  1.01  1.33  -3.04
H  1.18  0.70  -4.69
C  -1.71  0.36  -2.73
H  -1.05  1.75  -4.25
H  -1.15  0.09  -4.80
H  -2.00  1.28  -2.20
H  -2.66  -0.06  -3.11
S  -0.70  -1.96  0.85
C  -0.54  -1.86  2.56
N  -1.65  -1.70  3.30
C  -1.61  -1.41  4.73
C  -0.29  -0.77  5.09
C  0.87  -1.58  4.56
N  0.64  -1.97  3.17
H  -2.53  -1.67  2.80
H  -1.73  -2.35  5.28
H  -2.46  -0.76  4.98
H  -0.20  -0.67  6.17
H  -0.25  0.23  4.66
H  1.00  -2.49  5.16
H  1.81  -1.01  4.60
H  1.44  -2.11  2.55

=====

7.
Formula: C26H43N3OsP2
Source: the Open Molecules 2025 dataset
Level of theory: ωB97M-V/def2-TZVPD

Values from the calculation:
Spin multiplicity = 5
Net charge = +2
Kohn-Sham gap (alpha / beta) = 7.23 / 4.58 eV
ΔE to the lowest compared entry with this formula, charge and spin = 5.8 kcal per mole
Lowest unoccupied orbital energy (alpha / beta) = -5.65 / -9.14 eV

Atoms and positions in Å:
Os  -3.34  -0.41  -0.93
C  -1.63  0.67  -2.16
C  -2.17  1.72  -1.28
C  -0.26  0.83  -0.28
C  -0.48  0.10  -1.47
C  -1.29  1.80  -0.15
C  -1.62  0.81  -3.66
H  -2.58  1.23  -4.01
H  -1.41  -0.16  -4.13
H  -0.82  1.51  -3.95
C  0.46  -0.88  -2.09
H  -0.04  -1.85  -2.23
H  1.33  -1.04  -1.44
H  0.81  -0.56  -3.08
C  0.96  0.76  0.57
H  1.59  1.66  0.46
H  1.55  -0.12  0.32
H  0.65  0.68  1.62
C  -1.28  2.91  0.82
H  -0.65  3.74  0.45
H  -0.86  2.60  1.78
H  -2.28  3.34  0.94
C  -2.92  2.89  -1.79
H  -2.20  3.63  -2.19
H  -3.51  3.35  -1.00
H  -3.58  2.61  -2.63
C  -4.23  -2.09  -0.43
C  -4.68  -1.58  -1.78
C  -5.85  -0.51  -1.74
C  -5.89  0.72  -0.83
C  -4.64  0.89  -0.04
C  -4.13  -0.12  0.86
C  -5.12  -0.99  1.62
C  -5.30  -2.20  0.69
H  -6.69  -1.14  -1.41
H  -6.77  0.72  -0.16
H  -5.98  -0.21  -2.78
H  -6.31  -2.24  0.26
H  -3.75  -3.05  -0.57
H  -5.26  -2.42  -2.29
H  -5.21  -3.14  1.26
H  -4.63  -1.32  2.53
H  -3.22  0.15  1.40
H  -6.07  -0.49  1.85
H  -6.07  1.63  -1.43
H  -4.46  1.91  0.30
P  -0.35  -3.06  1.37
P  -0.74  -0.58  3.38
C  -1.69  -3.21  2.66
C  -1.60  -2.16  3.79
H  -1.67  -4.23  3.04
H  -2.65  -3.08  2.14
H  -2.60  -1.90  4.16
H  -1.03  -2.57  4.64
C  0.72  -0.60  4.44
H  1.00  0.45  4.64
H  1.53  -1.12  3.92
H  0.45  -1.11  5.38
C  -1.86  0.65  4.12
H  -2.20  0.30  5.11
H  -2.74  0.84  3.48
H  -1.31  1.60  4.26
C  -0.99  -4.13  0.03
H  -0.68  -3.68  -0.93
H  -2.09  -4.20  0.01
H  -0.55  -5.13  0.11
C  -3.40  -1.69  -2.71
H  -3.32  -1.09  -3.60
H  -2.41  -1.65  -2.14
H  -3.37  -2.76  -2.96
N  0.98  -4.05  1.94
C  2.14  -3.71  1.68
N  3.37  -3.86  1.65
C  4.33  -3.09  1.19
N  5.26  -2.49  0.82